Record 1
{"formula": "C21H34ErF3N7O4PS2", "method": "the ωB97M-V functional and the def2-TZVPD basis", "species": ["Er", "S", "S", "P", "F", "F", "F", "O", "O", "O", "O", "N", "N", "N", "N", "N", "N", "N", "C", "C", "C", "C", "C", "C", "C", "C", "C", "C", "C", "C", "C", "C", "C", "C", "C", "C", "C", "C", "C", "H", "H", "H", "H", "H", "H", "H", "H", "H", "H", "H", "H", "H", "H", "H", "H", "H", "H", "H", "H", "H", "H", "H", "H", "H", "H", "H", "H", "H", "H", "H", "H", "H", "H"], "positions_angstrom": [[12.158382, 9.873436, 6.680261], [16.873074, 11.037984, 7.053974], [13.773576, 5.419522, 6.722985], [8.989938, 8.631601, 7.726201], [14.166107, 13.395257, 8.791923], [12.195047, 14.334285, 9.201391], [12.967813, 14.216017, 7.171824], [11.702305, 11.079368, 4.889435], [13.164261, 11.093225, 8.427930], [11.275153, 11.847564, 7.540251], [10.176389, 8.836575, 6.722885], [13.130067, 7.883857, 5.835729], [9.752277, 8.576837, 9.188099], [15.368132, 12.425331, 5.111415], [8.088428, 7.281086, 7.488797], [14.648801, 10.324358, 5.788168], [7.861591, 9.812214, 7.520157], [11.664962, 6.195539, 5.087743], [6.711713, 11.910014, 7.553963], [7.304300, 5.024119, 7.031494], [14.905848, 6.709285, 6.879917], [12.381764, 12.023542, 8.153960], [10.901176, 12.301580, 4.704779], [15.095599, 9.188622, 6.439808], [6.775330, 7.110338, 8.247217], [16.245553, 9.411950, 7.178283], [8.449280, 6.017089, 6.858620], [15.511971, 11.358102, 5.917636], [7.891001, 11.134475, 8.196530], [6.587911, 11.341115, 6.145701], [10.416588, 8.521450, 11.504672], [9.355286, 9.040216, 10.532596], [7.228746, 9.929286, 6.149590], [6.184068, 5.762460, 7.754403], [12.901233, 13.543667, 8.357638], [14.429399, 7.928509, 6.364556], [11.442120, 7.747031, 10.693063], [11.041397, 7.921327, 9.231198], [12.732320, 6.578927, 5.791939], [7.749908, 11.085133, 9.297090], [6.942090, 7.050521, 9.327991], [11.486581, 5.196642, 4.975909], [8.336180, 8.689521, 10.803203], [16.058646, 13.144526, 5.123780], [9.409854, 10.143049, 10.564164], [5.328878, 5.934419, 7.077214], [7.051987, 4.634137, 6.047504], [9.949037, 7.935407, 12.301008], [6.097272, 7.985487, 8.071426], [5.782386, 5.193225, 8.602902], [11.571840, 13.113549, 4.401967], [16.740703, 8.654014, 7.770963], [10.970008, 6.934506, 8.700052], [14.903516, 12.257593, 4.250480], [10.107631, 12.135466, 3.956647], [10.456836, 12.483962, 5.671531], [12.491010, 8.110462, 10.835113], [11.514173, 6.687951, 10.942779], [5.824877, 11.733392, 8.156698], [6.909443, 13.003567, 7.556353], [10.878636, 9.386449, 11.990014], [5.536687, 11.282901, 5.863333], [7.642130, 4.150450, 7.579973], [8.645254, 6.184828, 5.815305], [9.382198, 5.649459, 7.271220], [8.878247, 11.592430, 8.045027], [11.747443, 8.587827, 8.678755], [7.993339, 9.845168, 5.391961], [6.504214, 9.124661, 5.972709], [7.143699, 11.966430, 5.386547], [11.253809, 6.904151, 4.472851], [12.228251, 10.857189, 4.089053], [15.904472, 6.527204, 7.219435]], "forces_ev_per_a": [[-0.31, -0.22, 0.21], [-1.84, -0.67, -1.33], [-0.97, 1.66, -1.49], [-0.13, 0.32, -0.91], [-0.68, 0.58, 0.08], [0.62, -1.40, -0.75], [-0.36, -1.00, 0.72], [0.22, 0.08, -1.23], [-0.23, -0.31, -0.20], [1.01, -0.06, 0.76], [-0.19, -0.54, 0.40], [0.07, -2.21, 0.01], [-0.62, 0.57, 0.72], [0.27, 0.03, 1.11], [-1.19, -0.04, 0.15], [-0.03, 0.87, -0.13], [0.02, 0.08, 0.75], [0.12, -0.02, 0.15], [1.11, 0.34, 0.36], [0.43, -0.24, -0.02], [-0.64, 2.31, -1.02], [-0.88, 1.66, -0.65], [-0.13, -0.14, -0.57], [2.86, 1.90, 1.37], [-0.07, 0.43, -0.32], [-0.63, -0.32, -0.30], [0.89, 0.15, -0.11], [-0.40, -1.91, 0.21], [0.07, 0.27, 0.27], [0.48, 0.15, -0.90], [-0.12, 0.28, 0.62], [-0.68, 0.66, -0.04], [-0.19, 0.11, 0.98], [-0.68, 0.51, -0.18], [0.58, 0.18, 0.13], [-0.02, -3.08, 1.18], [1.31, -0.03, -0.18], [0.10, -0.72, -1.11], [0.60, 0.62, 0.64], [0.01, -0.38, -0.68], [0.23, 0.10, -0.11], [-0.16, 0.74, -0.17], [0.58, 0.34, -0.25], [0.25, 0.39, -0.02], [-0.48, -0.42, -0.06], [0.42, 0.05, 0.27], [-0.44, 0.13, 0.04], [0.21, -0.05, -0.20], [0.67, -0.81, 0.02], [0.21, 0.16, -0.24], [-0.26, -0.18, 0.16], [0.06, 0.34, 0.11], [0.44, 0.84, 0.26], [-0.30, 0.01, -0.54], [0.52, -0.06, 0.24], [0.02, 0.23, 0.00], [-0.91, -0.06, -0.03], [-0.37, 0.04, 0.02], [-0.14, -0.05, -0.12], [-0.17, -0.71, 0.02], [-0.01, -0.24, 0.00], [0.16, 0.07, -0.24], [0.04, 0.01, 0.29], [0.06, 0.16, -0.65], [0.23, -0.32, 0.25], [-0.30, 0.26, -0.16], [0.35, -0.58, 0.41], [0.27, -0.02, -0.31], [0.14, 0.15, 0.28], [-0.74, -0.49, 0.85], [0.02, -0.81, 0.37], [-0.53, 0.38, 0.54], [0.15, -0.08, 0.30]], "max_force_ev_per_a": 3.70, "charge": 2, "gap_ev": [7.80, 7.82], "spin_multiplicity": 4, "s_squared": 3.7525, "homo_ev": [-13.14, -13.14], "e_lumo_ev": [-5.3, -5.3], "e_above_lowest_ev": 0.796}

Record 2
{"formula": "C21H34N10O2", "method": "the ωB97M-V functional and the def2-TZVPD basis", "species": ["O", "O", "N", "N", "N", "N", "N", "N", "N", "N", "N", "N", "C", "C", "C", "C", "C", "C", "C", "C", "C", "C", "C", "C", "C", "C", "C", "C", "C", "C", "C", "C", "C", "H", "H", "H", "H", "H", "H", "H", "H", "H", "H", "H", "H", "H", "H", "H", "H", "H", "H", "H", "H", "H", "H", "H", "H", "H", "H", "H", "H", "H", "H", "H", "H", "H", "H"], "positions_angstrom": [[0.309771, 0.246390, -1.659294], [-1.112321, -0.833469, -0.300260], [-4.213359, -0.858749, 3.472237], [1.625281, 3.050097, 7.693271], [0.158893, -3.731545, 1.161218], [3.032046, -0.018132, 0.552610], [-3.053857, -0.409749, -6.154896], [-7.327303, -3.154550, -9.141238], [2.392881, 3.897082, 0.310083], [5.275633, 2.717169, -2.304834], [0.764501, -2.440753, 5.838050], [-4.352625, -5.190384, -0.551438], [-4.003139, -4.161089, -0.169698], [-2.588802, -0.013756, -5.179241], [-1.985708, 0.488262, -3.950116], [2.565875, 0.561130, -0.726561], [-6.065688, -2.005105, -7.166993], [-3.559083, -2.866257, 0.332137], [1.300684, -1.453378, 6.089875], [-6.771019, -2.647449, -8.270029], [1.974185, -0.189683, 6.361800], [-0.558990, -4.561459, 1.509900], [-1.471020, -5.610526, 1.951424], [1.088420, 0.934624, -0.632023], [2.587287, 4.468203, -0.670560], [6.881932, 3.932928, -3.964370], [1.512062, 4.149376, 5.328073], [1.574686, 3.531510, 6.648294], [-2.015847, -1.860475, 4.466867], [2.833306, 5.192617, -1.911064], [-3.243699, -1.281591, 3.930605], [5.984205, 3.257230, -3.034659], [-0.344083, -0.844895, -1.221159], [7.099651, 3.278220, -4.805721], [-4.218542, -2.077237, -0.023421], [-2.138128, -5.886134, 1.135557], [3.882497, -0.545541, 0.376946], [3.778203, 4.866700, -2.336727], [-2.025986, -2.938277, 4.321967], [2.031926, 4.994208, -2.620718], [1.401493, 0.630331, 5.934640], [3.177973, 1.430266, -0.970610], [1.706465, 5.216525, 5.413061], [0.523854, 4.000599, 4.897199], [-1.151151, -1.449015, 3.952218], [2.258278, 3.702718, 4.673594], [-1.931312, -1.652514, 5.530148], [-2.168784, 1.556985, -3.858358], [-0.912495, 0.313937, -3.963327], [0.700240, 0.673139, 0.356555], [2.871868, 6.261505, -1.708124], [-5.177594, -1.493929, -7.533438], [-6.719105, -1.280556, -6.684929], [-0.902321, -6.484641, 2.261803], [2.669711, -0.159248, -1.548162], [-0.098507, -1.772645, -1.756503], [-2.545383, -2.661010, -0.005204], [-3.576239, -2.865596, 1.420624], [2.968231, -0.203215, 5.918807], [2.060187, -0.030398, 7.434554], [0.903273, 1.999691, -0.767963], [2.356591, -0.723200, 0.843514], [-5.762767, -2.752698, -6.436593], [7.811389, 4.187165, -3.458959], [-2.421466, -0.017395, -3.090244], [6.415441, 4.844375, -4.333747], [-2.062568, -5.256766, 2.793581]], "forces_ev_per_a": [[0.59, -0.42, 0.08], [0.11, -0.06, -0.09], [0.52, -0.20, 0.27], [-0.02, 0.14, -0.50], [-0.29, -0.29, 0.10], [-0.22, -0.17, -0.28], [0.14, 0.16, 0.42], [0.23, 0.22, 0.37], [0.04, 0.29, -0.40], [0.28, 0.30, -0.34], [0.21, 0.39, 0.17], [0.22, 0.39, 0.16], [-0.22, -0.40, -0.12], [-0.18, -0.17, -0.44], [-0.05, -0.01, -0.05], [0.08, -0.34, 0.05], [0.02, 0.00, -0.04], [0.04, -0.07, -0.03], [-0.21, -0.41, -0.22], [-0.24, -0.23, -0.37], [0.02, -0.05, 0.06], [0.30, 0.35, -0.13], [0.02, -0.02, -0.05], [-0.21, 0.50, 0.19], [-0.05, -0.26, 0.44], [0.00, -0.01, 0.02], [0.00, -0.02, 0.02], [0.03, -0.15, 0.47], [-0.10, 0.09, -0.02], [-0.04, 0.05, 0.04], [-0.50, 0.13, -0.35], [-0.28, -0.29, 0.30], [-0.30, -0.01, 0.57], [0.01, 0.00, -0.01], [-0.01, 0.00, 0.02], [-0.02, 0.00, 0.02], [0.06, 0.20, 0.10], [0.02, -0.04, -0.01], [0.05, -0.02, 0.03], [0.01, 0.00, 0.00], [0.00, 0.01, 0.02], [-0.04, -0.05, 0.09], [0.00, 0.00, -0.01], [0.01, 0.01, -0.02], [0.02, -0.01, 0.00], [-0.01, 0.01, -0.03], [0.03, -0.01, 0.01], [0.01, 0.00, 0.02], [0.01, 0.01, 0.02], [-0.08, -0.01, -0.17], [0.00, 0.00, -0.02], [0.01, 0.00, 0.04], [0.01, 0.01, 0.01], [0.00, -0.01, 0.01], [-0.04, 0.17, -0.07], [-0.10, 0.19, -0.35], [0.01, 0.06, 0.04], [-0.04, 0.05, 0.01], [0.00, 0.02, 0.00], [0.00, 0.04, 0.00], [0.10, -0.14, -0.09], [0.07, 0.05, 0.04], [0.01, 0.01, 0.01], [0.01, 0.01, -0.01], [0.00, 0.01, 0.01], [0.01, 0.00, -0.01], [-0.02, -0.01, 0.01]], "max_force_ev_per_a": 0.72, "gap_ev": 9.57, "spin_multiplicity": 1, "smiles": "NCCOC=O.CC#N.CC#N.CC#N.CC#N.CC#N.CC#N.CC#N.CC#N.CC#N", "homo_ev": -9.51, "e_lumo_ev": 0.1}

Record 3
{"formula": "C21H34N3O5P", "method": "the ωB97M-V functional and the def2-TZVPD basis", "species": ["P", "O", "O", "O", "O", "O", "N", "N", "N", "C", "C", "C", "C", "C", "C", "C", "C", "C", "C", "C", "C", "C", "C", "C", "C", "C", "C", "C", "C", "C", "H", "H", "H", "H", "H", "H", "H", "H", "H", "H", "H", "H", "H", "H", "H", "H", "H", "H", "H", "H", "H", "H", "H", "H", "H", "H", "H", "H", "H", "H", "H", "H", "H", "H"], "positions_angstrom": [[-2.643822, -2.472025, -2.379724], [-1.186673, -3.117505, -2.757377], [-2.432713, -1.098345, -1.842692], [-3.416461, -3.439997, -1.301708], [0.979169, 4.944144, 3.893978], [3.711795, 7.218990, 1.731743], [-0.550490, 0.957175, -0.645816], [2.046593, 5.806786, 1.432469], [0.488311, 2.882580, 3.182782], [-2.737291, -3.745949, -0.077172], [-3.785533, -4.371009, 0.839725], [0.990868, 2.301676, 0.267474], [0.113545, -1.266084, 0.385287], [-1.593642, -4.755151, -0.259312], [0.181069, 0.109831, 0.151091], [1.152665, 0.941179, 0.776353], [-0.441708, -3.141489, -5.042992], [1.230703, 4.577949, 1.523801], [0.906112, 4.136327, 2.971746], [4.013296, 5.147096, 2.827229], [-0.413318, -2.388585, -3.712630], [0.160261, 2.329296, 4.495740], [1.019825, -2.322495, -3.191051], [-3.676061, -2.360413, -3.827057], [3.229718, 6.121432, 1.967200], [2.032669, 0.321938, 1.691726], [-0.064127, 2.252379, -0.582497], [0.996017, -1.856201, 1.301323], [1.948769, -1.058867, 1.958647], [1.825010, 3.510691, 0.580139], [1.050738, -1.772153, -2.246419], [4.985888, 5.587223, 3.041976], [-0.091948, -4.169894, -4.907767], [-3.359493, -4.579109, 1.825808], [-3.304081, -1.568830, -4.477692], [0.207016, -2.645831, -5.771853], [-4.628458, -3.684951, 0.967533], [-3.666042, -3.315422, -4.353052], [3.492376, 4.986806, 3.767606], [1.664644, -1.807808, -3.909754], [-0.696880, -4.272371, -0.653511], [1.646010, 6.569167, 0.910508], [-0.449049, 3.093556, -1.146618], [-1.897835, -5.554755, -0.941419], [2.058365, 3.991815, -0.371422], [0.258024, 4.828581, 1.102431], [-2.369400, -2.835388, 0.403836], [-1.455208, -3.168249, -5.451143], [2.633087, -1.513739, 2.661984], [4.159169, 4.208121, 2.305415], [0.952676, -2.919739, 1.492116], [-0.782207, -1.366730, -3.862959], [0.963893, 2.550309, 5.201966], [0.413325, 2.271515, 2.381736], [-1.337882, 0.645202, -1.216380], [-4.694164, -2.124413, -3.515263], [1.414723, -3.329173, -3.022383], [-4.158947, -5.307330, 0.413752], [2.786693, 0.916396, 2.186422], [2.767221, 3.156551, 0.992776], [0.033187, 1.247841, 4.426139], [-1.321555, -5.202951, 0.701194], [-0.595156, -1.859153, -0.158389], [-0.763282, 2.779553, 4.864401]], "forces_ev_per_a": [[0.54, 1.39, 1.51], [-2.14, -0.18, 0.56], [-0.02, -0.49, 0.01], [1.40, 0.66, -2.19], [0.12, -0.24, -0.46], [-0.02, 0.24, -0.05], [-1.01, -0.07, -0.99], [-1.84, -1.21, -0.07], [-0.04, -0.97, -0.61], [0.09, -1.17, 1.35], [-0.27, 0.32, -0.07], [0.16, -0.61, 0.63], [0.40, -0.27, 0.43], [0.18, 0.40, -0.19], [0.56, 1.19, 0.34], [0.41, -0.71, 0.21], [-0.20, 0.11, 0.03], [0.45, 0.05, -0.40], [0.22, 1.17, 1.09], [-0.31, 0.15, -0.07], [1.33, -0.17, -0.96], [0.09, 0.56, -0.15], [-0.18, 0.24, 0.25], [-0.16, -0.96, -0.06], [1.59, 0.54, 0.54], [-0.15, -0.61, -0.08], [0.06, -0.64, 0.14], [-0.34, 1.05, -0.58], [-0.19, 1.03, -0.42], [0.10, -0.54, 0.06], [0.05, -0.08, -0.07], [-0.14, 0.05, -0.15], [-0.04, 0.15, 0.03], [-0.01, 0.05, -0.18], [0.08, -0.06, 0.16], [-0.09, -0.04, 0.10], [0.06, -0.13, 0.00], [-0.18, 0.06, -0.15], [-0.12, -0.18, 0.02], [-0.11, -0.07, 0.06], [-0.09, -0.14, -0.09], [-0.01, 0.04, 0.06], [-0.28, -0.42, -0.10], [0.01, 0.10, 0.08], [0.06, 0.21, 0.15], [-0.12, 0.22, 0.01], [-0.06, 0.10, -0.30], [0.09, -0.06, -0.04], [0.03, 0.07, 0.01], [-0.02, -0.30, 0.05], [-0.04, -0.02, -0.04], [-0.17, -0.16, 0.28], [-0.12, 0.01, -0.04], [-0.02, 0.02, 0.21], [0.33, -0.01, 0.25], [0.09, 0.00, 0.02], [-0.09, 0.09, -0.05], [0.06, 0.10, 0.02], [0.12, 0.03, 0.13], [0.20, 0.08, 0.01], [0.05, 0.16, -0.20], [-0.17, 0.11, -0.07], [-0.24, -0.13, -0.12], [0.06, -0.06, 0.12]], "max_force_ev_per_a": 2.68, "gap_ev": 8.57, "spin_multiplicity": 1, "smiles": "CNC(=O)[C@H](Cc1c[nH]c2ccccc12)NC(C)=O.CC(C)OP(C)(=O)OC(C)C", "homo_ev": -8.10, "e_lumo_ev": 0.5, "e_above_lowest_ev": 0.000}